a | 7
Properties=species:S:1:pos:R:3 method="wB97M-V/def2-TZVPD" orbital_gap_ev=9.365 mol_weight_da=142.01 smiles="S=C=NC(Cl)Cl"
S -3.38 0.42 0.31
C -1.76 0.16 0.18
N -0.57 -0.10 0.05
C 1.11 -0.27 -0.13
Cl 1.83 0.60 1.22
Cl 1.38 0.60 -1.53
H 1.38 -1.42 -0.10

b | 7
Properties=species:S:1:pos:R:3 method="wB97M-V/def2-TZVPD" orbital_gap_ev=10.434 mol_weight_da=142.01 smiles=N#CC(S)(Cl)Cl
N -0.91 -1.93 -0.33
C -0.48 -0.90 0.03
C -0.07 0.45 0.22
S 1.64 0.53 -0.10
Cl -1.14 1.47 -0.72
Cl -0.48 0.75 2.05
H 1.43 -0.37 -1.14

Of them, a has the lowest stability.

a | 55
Properties=species:S:1:pos:R:3 method="wB97M-V/def2-TZVPD" orbital_gap_ev="6.065 / 5.672" spin_multiplicity=2 mol_weight_da=572.60 charge=-2 s2=0.80
Ru -0.55 0.82 0.02
O -2.91 -1.90 -0.59
C -2.06 -2.84 0.03
C -1.79 -2.53 1.48
N -0.95 -1.36 1.72
C -1.45 -0.59 2.84
C -2.78 0.09 2.49
O -3.54 0.45 3.39
O -2.96 0.29 1.23
C 0.45 -1.75 1.87
C 1.45 -0.59 1.95
O 2.50 -0.80 2.57
O 1.14 0.49 1.36
H -2.81 -1.05 -0.12
H -1.12 -2.95 -0.53
H -2.57 -3.81 0.00
H -1.33 -3.42 1.95
H -2.75 -2.38 1.98
H -0.74 0.22 3.06
H -1.58 -1.19 3.76
H 0.73 -2.35 1.00
H 0.60 -2.37 2.77
S -0.70 2.92 0.95
C -2.24 3.56 1.07
N -3.36 2.79 0.96
C -4.61 3.28 1.07
C -4.85 4.60 1.27
C -3.73 5.45 1.40
C -2.47 4.95 1.32
H -3.23 1.73 0.96
H -5.39 2.53 1.00
H -5.87 4.97 1.35
H -3.88 6.51 1.58
H -1.60 5.59 1.42
C 6.86 -1.11 -2.39
C 5.36 -1.22 -2.39
C 4.58 -0.42 -1.57
C 3.20 -0.53 -1.55
C 2.58 -1.47 -2.36
C 3.34 -2.29 -3.18
C 4.72 -2.16 -3.20
S 0.79 -1.60 -2.38
O 0.38 -0.89 -3.58
O 0.52 -3.03 -2.39
O 0.42 -0.95 -1.12
H 7.19 -0.27 -1.78
H 7.25 -0.96 -3.40
H 7.33 -2.01 -2.00
H 5.07 0.30 -0.91
H 2.59 0.07 -0.88
H 2.84 -3.03 -3.79
H 5.32 -2.81 -3.84
C -1.06 1.52 -1.59
H -0.84 0.96 -2.50
H -1.47 2.53 -1.77

b | 55
Properties=species:S:1:pos:R:3 method="wB97M-V/def2-TZVPD" orbital_gap_ev="3.723 / 3.692" spin_multiplicity=2 mol_weight_da=572.60 charge=-2 s2=0.78
Ru -0.12 0.74 0.13
O -2.13 0.10 1.79
C -1.74 0.31 3.11
C -0.75 1.46 3.29
N 0.43 1.32 2.45
C 1.18 2.56 2.40
C 0.52 3.57 1.42
O 0.66 4.78 1.61
O -0.11 3.04 0.46
C 1.26 0.20 2.85
C 2.35 -0.08 1.78
O 3.40 -0.64 2.12
O 2.04 0.26 0.62
H -2.70 0.87 1.53
H -1.32 -0.63 3.47
H -2.63 0.52 3.74
H -0.47 1.54 4.36
H -1.26 2.40 3.01
H 2.18 2.35 1.99
H 1.31 3.01 3.40
H 0.64 -0.70 2.88
H 1.71 0.34 3.85
S -3.93 2.54 1.29
C -3.65 2.49 -0.38
N -2.31 2.78 -0.84
C -2.31 3.68 -1.97
C -3.28 3.55 -2.92
C -4.39 2.72 -2.67
C -4.58 2.27 -1.37
H -1.77 3.21 -0.09
H -1.43 4.30 -2.02
H -3.20 4.12 -3.83
H -5.14 2.56 -3.44
H -5.53 1.84 -1.07
C 4.62 -5.57 -1.90
C 3.43 -4.66 -1.74
C 3.50 -3.54 -0.92
C 2.40 -2.71 -0.76
C 1.22 -3.01 -1.41
C 1.14 -4.11 -2.23
C 2.24 -4.94 -2.39
S -0.17 -1.90 -1.19
O 0.27 -0.63 -1.80
O -1.30 -2.54 -1.81
O -0.25 -1.69 0.27
H 5.49 -5.15 -1.40
H 4.87 -5.71 -2.95
H 4.43 -6.55 -1.48
H 4.42 -3.30 -0.40
H 2.47 -1.82 -0.14
H 0.20 -4.32 -2.73
H 2.17 -5.81 -3.04
C -1.41 1.57 -1.21
H -2.02 0.92 -1.85
H -0.67 2.08 -1.86

Of them, b has the lowest stability.